Record 1
Molecular formula: C15H23N3O5S
Method: DFT, ωB97M-V with the def2-TZVPD basis set

* SMILES string: CC[C@@H](C)[C@H](NC(=O)NCc1ccc(S(N)(=O)=O)cc1)C(=O)OC

Structure (ORCA input):
```
! RIJCOSX wB97M-V def2-TZVPD def2/J DEFGRID3
* xyz 0 1
C -5.52 -0.08 -1.13
H -5.03 0.88 -1.08
C -4.57 -1.21 -0.74
H -5.12 -2.15 -0.75
H -3.78 -1.29 -1.49
C -3.95 -1.00 0.66
C -3.90 -2.31 1.44
H -3.43 -2.16 2.41
H -4.91 -2.68 1.61
H -3.33 -3.06 0.90
H -4.58 -0.30 1.21
C -2.55 -0.35 0.59
N -2.62 0.97 0.00
C -1.72 1.91 0.46
O -1.29 1.90 1.60
N -1.42 2.90 -0.44
H -1.64 2.69 -1.41
C -0.15 3.60 -0.24
C 0.95 2.57 -0.20
C 1.62 2.30 0.99
C 2.49 1.23 1.07
C 2.68 0.43 -0.03
C 2.04 0.69 -1.23
C 1.19 1.77 -1.31
H 0.67 1.98 -2.24
H 2.21 0.04 -2.07
S 3.70 -1.02 0.08
O 4.31 -1.09 1.37
O 2.95 -2.16 -0.39
N 4.88 -0.70 -1.08
H 5.00 -1.48 -1.71
H 5.75 -0.45 -0.64
H 3.00 0.98 1.99
H 1.43 2.91 1.86
H -0.21 4.13 0.72
H -0.02 4.32 -1.05
H -2.73 0.93 -1.01
C -1.55 -1.17 -0.24
O -1.24 -0.85 -1.36
O -1.08 -2.21 0.41
C -0.16 -3.06 -0.28
H -0.45 -3.14 -1.33
H -0.21 -4.03 0.21
H 0.85 -2.66 -0.23
H -2.16 -0.24 1.60
H -6.38 -0.07 -0.46
H -5.89 -0.23 -2.14
*
```

=====

Record 2
Molecular formula: C15H23NO3
Method: DFT, ωB97M-V with the def2-TZVPD basis set

* SMILES string: CCCCOCCCNC(=O)c1ccc(OC)cc1

Structure (ORCA input):
```
! RIJCOSX wB97M-V def2-TZVPD def2/J DEFGRID3
* xyz 0 1
C -2.73 -2.15 3.83
C -2.29 -1.48 2.53
C -0.94 -0.77 2.69
C -0.52 -0.05 1.41
O -1.46 0.91 0.95
C -1.59 2.10 1.70
C -0.40 3.06 1.59
H -0.60 3.93 2.22
H 0.51 2.58 1.95
C -0.16 3.54 0.15
N 0.17 2.44 -0.73
C 1.46 2.04 -0.89
O 2.41 2.69 -0.48
C 1.63 0.76 -1.63
C 0.70 0.26 -2.53
C 0.92 -0.94 -3.19
C 2.08 -1.67 -2.94
C 3.02 -1.17 -2.04
C 2.80 0.03 -1.40
H 3.53 0.43 -0.71
H 3.91 -1.74 -1.87
O 2.38 -2.86 -3.52
C 1.49 -3.41 -4.46
H 1.35 -2.75 -5.32
H 1.94 -4.34 -4.79
H 0.51 -3.62 -4.01
H 0.18 -1.29 -3.89
H -0.19 0.82 -2.76
H -0.56 1.75 -0.84
H 0.68 4.23 0.13
H -1.06 4.03 -0.24
H -1.76 1.87 2.76
H -2.48 2.58 1.30
H -0.45 -0.77 0.59
H 0.46 0.41 1.55
H -1.00 -0.06 3.52
H -0.17 -1.49 2.94
H -3.04 -0.75 2.22
H -2.21 -2.22 1.74
H -3.69 -2.65 3.69
H -2.00 -2.89 4.14
H -2.84 -1.42 4.62
*
```

=====

Record 3
Molecular formula: C15H23NO4
Method: DFT, ωB97M-V with the def2-TZVPD basis set

* SMILES string: CCCCCCCn1ccc(O)c(CC(=O)OC)c1=O

Structure (ORCA input):
```
! RIJCOSX wB97M-V def2-TZVPD def2/J DEFGRID3
* xyz 0 1
C -5.43 -2.18 0.15
C -4.10 -1.83 -0.52
C -3.72 -0.37 -0.29
C -2.38 -0.04 -0.93
C -2.02 1.45 -0.87
C -1.90 2.02 0.55
H -2.85 1.91 1.07
C -0.81 1.35 1.40
N 0.50 1.45 0.79
C 1.10 2.66 0.70
C 2.31 2.82 0.12
C 2.98 1.69 -0.43
C 2.37 0.46 -0.36
C 1.09 0.29 0.28
O 0.51 -0.78 0.40
C 2.95 -0.79 -0.99
C 4.27 -1.16 -0.36
O 5.29 -0.52 -0.53
O 4.19 -2.24 0.40
C 5.38 -2.64 1.06
H 5.12 -3.54 1.62
H 6.16 -2.85 0.34
H 5.72 -1.86 1.74
H 2.23 -1.59 -0.83
H 3.11 -0.63 -2.06
O 4.18 1.92 -0.99
H 4.68 1.09 -1.10
H 2.79 3.78 0.06
H 0.57 3.49 1.14
H -1.02 0.29 1.51
H -0.78 1.82 2.39
H -1.69 3.09 0.47
H -2.78 2.02 -1.40
H -1.07 1.60 -1.39
H -1.59 -0.63 -0.47
H -2.42 -0.32 -1.99
H -3.67 -0.19 0.79
H -4.50 0.28 -0.70
H -3.31 -2.47 -0.12
H -4.18 -2.02 -1.59
H -6.23 -1.56 -0.24
H -5.37 -2.03 1.23
H -5.68 -3.23 -0.03
*
```

=====

Record 4
Molecular formula: C15H24BF10O5S
Method: DFT, ωB97M-V with the def2-TZVPD basis set

Structure (ORCA input):
```
! RIJCOSX wB97M-V def2-TZVPD def2/J DEFGRID3
* xyz -1 1
C -4.24 2.79 -0.54
C -4.50 1.49 0.25
C -4.29 1.67 1.76
C -2.80 1.60 2.08
O -2.43 0.24 2.07
C -1.07 -0.06 2.36
C -0.79 -1.31 1.51
C 0.32 -2.26 1.97
C 0.83 -3.10 0.79
C 1.97 -2.41 -0.01
C 1.68 -2.38 -1.51
C 2.73 -1.58 -2.24
F 2.87 -0.34 -1.77
F 3.94 -2.19 -2.00
C 2.67 -1.56 -3.79
F 2.87 -2.82 -4.22
F 3.66 -0.83 -4.27
S 1.05 -0.96 -4.59
F 0.35 -2.32 -4.16
F 1.51 -1.63 -5.97
F 1.71 0.40 -5.07
F 0.58 -0.25 -3.27
F -0.30 -0.53 -5.28
O -0.68 -0.77 0.20
C -0.02 0.44 0.29
O 0.43 1.01 -0.65
C -0.02 0.89 1.77
C 1.35 0.92 2.46
B 2.25 2.21 2.14
O 1.98 3.15 1.21
O 3.41 2.31 2.90
H -3.18 2.91 -0.76
H -4.74 2.78 -1.51
H -4.55 3.67 0.03
H -3.79 0.74 -0.11
H -5.52 1.16 0.06
H -4.74 0.79 2.24
H -4.72 2.61 2.11
H -2.27 2.16 1.30
H -2.55 2.10 3.03
H -0.89 -0.23 3.43
H -1.71 -1.90 1.61
H -0.15 -2.96 2.67
H 1.14 -1.77 2.47
H -0.01 -3.23 0.10
H 1.16 -4.08 1.14
H 2.16 -1.41 0.37
H 2.88 -2.99 0.17
H 0.69 -1.94 -1.64
H 1.67 -3.39 -1.92
H -0.30 1.94 1.71
H 1.96 0.05 2.21
H 1.18 0.97 3.54
H 1.60 3.97 1.52
H 4.16 2.44 2.30
F 3.49 3.85 -0.52
*
```

=====

| no. | orbital gap (Eh) | E (eV) |
| --- | --- | --- |
| 1 | 0.3664 | -41472.314 |
| 2 | 0.3443 | -23560.893 |
| 3 | 0.3330 | -25609.518 |
| 4 | 0.2007 | -64869.151 |